{
  "formula": "C64H155N11O22",
  "method": "ωB97M-V/def2-TZVPD",
  "lumo_energy_ev": [2.089, 0.545],
  "multiplicity": 2,
  "s_squared": 0.7817,
  "homo_lumo_gap_ev": [7.600, 4.859],
  "e_tot_ev": -130300.503,
  "total_charge": -1,
  "elements": ["C", "C", "C", "O", "C", "C", "C", "O", "O", "O", "H", "H", "C", "C", "C", "O", "C", "N", "H", "H", "H", "H", "H", "H", "H", "H", "H", "H", "H", "C", "C", "C", "O", "C", "N", "H", "H", "H", "H", "H", "H", "H", "H", "H", "H", "H", "C", "C", "C", "O", "C", "N", "H", "H", "H", "H", "H", "H", "H", "H", "H", "H", "H", "C", "C", "C", "O", "C", "N", "H", "H", "H", "H", "H", "H", "H", "H", "H", "H", "H", "C", "C", "C", "O", "C", "N", "H", "H", "H", "H", "H", "H", "H", "H", "H", "H", "H", "C", "C", "C", "O", "C", "N", "H", "H", "H", "H", "H", "H", "H", "H", "H", "H", "H", "C", "C", "O", "H", "H", "H", "H", "H", "H", "C", "C", "O", "H", "H", "H", "H", "H", "H", "C", "O", "C", "C", "N", "C", "C", "O", "C", "H", "H", "H", "H", "H", "H", "H", "H", "H", "H", "H", "H", "H", "H", "H", "C", "O", "C", "C", "N", "C", "C", "O", "C", "H", "H", "H", "H", "H", "H", "H", "H", "H", "H", "H", "H", "H", "H", "H", "C", "O", "C", "C", "N", "C", "C", "O", "C", "H", "H", "H", "H", "H", "H", "H", "H", "H", "H", "H", "H", "H", "H", "H", "C", "O", "C", "C", "N", "C", "C", "O", "C", "H", "H", "H", "H", "H", "H", "H", "H", "H", "H", "H", "H", "H", "H", "H", "C", "O", "C", "C", "N", "C", "C", "O", "C", "H", "H", "H", "H", "H", "H", "H", "H", "H", "H", "H", "H", "H", "H", "H"],
  "xyz": [[0.696, -1.075, 0.072], [-0.451, -1.785, 0.179], [-1.793, -1.211, 0.664], [-2.909, -1.858, 0.764], [-1.847, 0.100, 0.974], [-0.659, 0.991, 0.964], [0.696, 0.338, 0.406], [1.656, 1.122, 0.294], [-0.584, 2.124, 1.441], [-0.308, -3.044, -0.075], [1.569, -1.631, -0.237], [-2.821, 0.500, 1.211], [-3.200, 5.727, 0.500], [-1.893, 4.952, 0.352], [-1.792, 4.188, -0.988], [-0.581, 3.413, -0.935], [-0.502, 2.501, -2.047], [-0.736, 5.860, 0.517], [-3.494, 6.287, -0.387], [-3.206, 6.401, 1.356], [-4.071, 5.081, 0.614], [-1.852, 4.331, 1.247], [-1.753, 4.904, -1.809], [-2.552, 3.474, -1.305], [-1.302, 1.762, -2.093], [0.456, 1.983, -2.000], [-0.573, 3.114, -2.945], [-0.761, 6.423, -0.321], [-1.001, 6.511, 1.242], [-1.945, 3.580, 5.126], [-1.577, 4.646, 4.026], [-1.042, 5.900, 4.703], [-0.798, 6.855, 3.720], [-0.023, 8.020, 4.113], [-0.392, 4.069, 3.429], [-2.592, 4.050, 5.867], [-1.141, 2.970, 5.538], [-2.575, 2.826, 4.655], [-2.348, 4.767, 3.266], [-0.093, 5.666, 5.185], [-1.772, 6.311, 5.401], [-0.584, 8.694, 4.760], [0.178, 8.460, 3.137], [0.866, 7.669, 4.638], [-0.695, 3.169, 3.087], [0.174, 3.884, 4.244], [2.294, 6.365, -3.954], [1.860, 5.258, -2.986], [3.055, 4.299, -2.705], [2.586, 3.139, -1.919], [3.608, 2.135, -2.013], [1.431, 5.911, -1.711], [2.676, 6.094, -4.938], [3.015, 6.978, -3.413], [1.495, 7.069, -4.185], [0.976, 4.788, -3.416], [3.800, 4.846, -2.127], [3.547, 3.974, -3.622], [4.576, 2.295, -1.539], [3.795, 1.826, -3.042], [3.164, 1.248, -1.561], [1.996, 6.703, -1.438], [0.527, 6.267, -1.987], [3.924, -4.518, -0.197], [4.736, -5.595, 0.574], [5.893, -5.981, -0.363], [6.638, -7.049, 0.210], [7.551, -7.592, -0.702], [5.289, -4.899, 1.731], [3.109, -3.998, 0.306], [3.431, -5.025, -1.026], [4.507, -3.763, -0.726], [4.219, -6.505, 0.877], [6.581, -5.155, -0.544], [5.542, -6.374, -1.318], [7.009, -8.260, -1.372], [8.368, -8.130, -0.221], [8.023, -6.740, -1.193], [6.068, -5.502, 1.953], [5.778, -4.075, 1.410], [4.771, -0.929, 0.409], [6.216, -0.401, 0.615], [7.382, -1.395, 0.440], [7.072, -2.569, 1.203], [7.204, -2.456, 2.580], [6.403, 0.720, -0.279], [4.526, -1.753, 1.079], [4.632, -1.343, -0.590], [4.077, -0.102, 0.560], [6.277, 0.003, 1.625], [8.359, -1.032, 0.759], [7.365, -1.703, -0.606], [7.565, -3.445, 2.861], [6.236, -2.272, 3.045], [7.873, -1.677, 2.945], [6.251, 0.456, -1.242], [7.394, 0.914, -0.249], [6.203, 2.685, 2.908], [4.956, 3.420, 2.323], [5.444, 4.709, 1.503], [4.365, 5.190, 0.682], [4.812, 6.282, -0.131], [4.317, 2.508, 1.386], [6.988, 2.396, 2.210], [5.860, 1.761, 3.375], [6.675, 3.308, 3.667], [4.187, 3.645, 3.062], [6.246, 4.339, 0.864], [5.724, 5.465, 2.236], [5.557, 5.998, -0.875], [5.281, 7.096, 0.421], [3.986, 6.730, -0.684], [3.954, 1.760, 1.959], [4.994, 2.059, 0.786], [-2.239, -2.134, -3.154], [-1.987, -3.620, -2.985], [-2.925, -4.132, -2.007], [-1.743, -1.638, -3.988], [-2.020, -1.602, -2.229], [-3.286, -1.880, -3.321], [-0.914, -3.746, -2.842], [-2.107, -4.100, -3.957], [-3.600, -4.373, -2.645], [1.447, 0.169, 4.639], [2.493, 0.958, 3.768], [2.025, 2.255, 3.470], [1.927, -0.767, 4.927], [0.577, 0.062, 3.992], [1.199, 0.720, 5.546], [2.743, 0.297, 2.939], [3.426, 1.031, 4.327], [2.056, 2.671, 4.334], [-4.667, 0.218, -1.746], [-4.574, 0.185, -3.184], [-4.629, 1.504, -3.733], [-4.443, 1.229, -5.221], [-3.071, 1.028, -5.572], [-3.013, 0.647, -6.948], [-1.595, -0.003, -7.218], [-1.538, -1.110, -6.369], [-0.448, -2.022, -6.625], [-4.719, -0.738, -1.226], [-5.542, 0.804, -1.465], [-3.775, 0.685, -1.330], [-3.803, 2.143, -3.420], [-5.565, 2.022, -3.525], [-4.852, 2.103, -5.727], [-5.104, 0.403, -5.484], [-2.791, 0.156, -5.147], [-3.188, 1.530, -7.563], [-3.802, -0.056, -7.212], [-0.824, 0.685, -6.873], [-1.464, -0.269, -8.267], [-0.663, -2.517, -7.572], [-0.490, -2.720, -5.789], [0.540, -1.577, -6.746], [-4.956, 9.906, 4.158], [-4.907, 8.692, 4.861], [-4.360, 7.643, 4.097], [-4.793, 6.296, 4.703], [-6.221, 6.145, 4.505], [-6.613, 4.713, 4.738], [-6.190, 3.689, 3.655], [-4.815, 3.360, 3.726], [-4.393, 2.578, 2.595], [-5.510, 10.589, 4.803], [-5.586, 9.909, 3.269], [-3.954, 10.308, 4.005], [-3.288, 7.839, 4.102], [-4.711, 7.745, 3.070], [-4.535, 6.234, 5.761], [-4.211, 5.497, 4.243], [-6.608, 6.675, 5.273], [-7.694, 4.604, 4.825], [-6.217, 4.388, 5.700], [-6.499, 4.059, 2.678], [-6.779, 2.794, 3.856], [-4.906, 1.619, 2.534], [-3.354, 2.270, 2.709], [-4.401, 3.112, 1.644], [-5.763, -3.384, -0.794], [-5.415, -4.526, -0.021], [-6.534, -5.144, 0.617], [-6.035, -6.344, 1.536], [-4.977, -5.960, 2.463], [-5.377, -4.892, 3.407], [-4.230, -4.568, 4.266], [-3.453, -3.600, 3.585], [-3.770, -2.243, 4.010], [-6.297, -3.645, -1.708], [-4.830, -3.003, -1.209], [-6.251, -2.612, -0.198], [-7.289, -5.546, -0.059], [-7.143, -4.456, 1.203], [-5.729, -7.141, 0.859], [-6.829, -6.695, 2.194], [-4.792, -6.769, 3.039], [-6.205, -5.254, 4.016], [-5.737, -3.994, 2.904], [-3.668, -5.465, 4.525], [-4.567, -4.231, 5.246], [-3.583, -2.083, 5.072], [-4.807, -1.986, 3.791], [-3.068, -1.585, 3.497], [-1.829, -7.477, -2.710], [-1.201, -6.689, -1.687], [0.089, -7.276, -1.362], [0.815, -6.506, -0.290], [0.100, -6.446, 1.009], [0.937, -5.753, 1.967], [0.087, -5.504, 3.229], [-0.797, -4.406, 2.988], [-0.337, -3.222, 3.612], [-1.280, -7.453, -3.651], [-2.821, -7.087, -2.940], [-1.945, -8.505, -2.367], [0.689, -7.306, -2.271], [-0.109, -8.321, -1.122], [0.984, -5.494, -0.660], [1.809, -6.940, -0.177], [0.162, -7.364, 1.427], [1.295, -4.788, 1.608], [1.827, -6.333, 2.210], [0.677, -5.295, 4.122], [-0.548, -6.345, 3.508], [0.705, -2.971, 3.414], [-0.553, -3.299, 4.678], [-1.020, -2.416, 3.347], [1.292, 0.995, -4.819], [1.766, -0.307, -4.627], [1.561, -0.792, -3.283], [2.194, -2.252, -3.124], [1.655, -3.044, -4.199], [2.314, -4.254, -4.574], [1.711, -4.867, -5.845], [2.506, -5.903, -6.406], [1.943, -6.683, -7.441], [1.563, 1.487, -5.754], [1.658, 1.667, -4.042], [0.203, 1.009, -4.786], [0.474, -0.830, -3.216], [1.844, -0.109, -2.483], [1.952, -2.671, -2.148], [3.267, -2.067, -3.187], [1.513, -2.416, -4.976], [2.238, -4.973, -3.759], [3.390, -4.134, -4.698], [1.590, -4.097, -6.607], [0.713, -5.235, -5.605], [1.598, -6.003, -8.221], [1.170, -7.364, -7.087], [2.652, -7.411, -7.834]],
  "mulliken_charge": [-0.46, 0.25, 1.01, -0.76, -0.97, 0.24, 0.22, -0.50, -0.83, -0.86, 0.48, 0.34, -1.71, 3.24, -1.38, 1.14, -0.95, -0.40, 0.45, 0.22, 0.32, -1.99, 0.28, 0.13, 0.19, -0.33, 0.58, 0.24, 0.06, -1.42, 2.26, -1.36, 0.00, -0.92, 0.00, 0.32, 0.29, 0.26, -0.72, 0.43, 0.33, 0.28, 0.22, 0.34, -0.24, 0.36, -1.78, 0.87, -0.55, 0.46, -0.65, -0.37, 0.39, 0.35, 0.44, -0.09, -0.31, 0.43, 0.20, 0.51, -0.41, 0.23, 0.27, -1.31, 0.70, -1.02, -0.36, -0.73, -0.83, 0.07, 0.30, 0.72, 0.39, 0.24, 0.55, 0.26, 0.26, 0.31, 0.37, 0.27, -0.16, 0.62, -1.35, -0.30, -0.87, -0.38, 0.31, 0.12, -0.34, -0.11, 0.37, 0.36, 0.30, 0.25, 0.41, 0.32, 0.25, -1.59, 0.60, -1.02, 0.09, -0.83, 1.00, 0.25, 0.30, 0.54, 0.44, 0.30, 0.36, 0.40, 0.39, -0.04, -0.80, -0.19, 1.20, -1.09, -0.14, -1.01, -0.56, 0.56, -0.10, 0.57, 0.31, -1.23, -0.02, -0.16, 0.43, 0.09, 0.44, -0.05, 0.38, 0.17, 0.01, -0.24, -0.22, -1.01, -0.03, -0.78, -0.38, -0.19, -0.82, -0.29, 0.53, -0.12, -0.09, 0.55, 0.57, 0.41, -0.05, 0.44, 0.40, 0.07, 0.51, 0.48, -0.01, 0.40, -0.76, -0.43, -0.39, 0.57, -0.46, -0.74, -0.68, -0.04, -0.66, 0.30, 0.32, 0.27, 0.03, 0.39, 0.26, -0.51, 0.28, 0.47, 0.37, 0.40, 0.37, 0.72, -0.30, 0.21, -0.24, 0.13, -0.80, -0.90, -0.18, -0.28, -0.97, 0.24, -0.61, 0.34, -0.47, 0.42, 0.38, 0.41, 0.36, 0.48, 0.23, 0.36, 0.16, 0.27, 0.42, 0.35, 0.35, -0.25, -0.92, 0.09, -1.24, 1.01, -0.21, 0.87, -1.52, 0.10, -0.64, 0.31, 0.15, 0.37, 0.35, 0.42, -0.57, 0.06, 0.37, -0.72, 0.31, 0.51, 0.30, 0.53, 0.55, -0.50, 0.43, -0.71, 1.22, -0.74, 0.41, -0.45, -0.43, -0.44, -0.70, 0.51, -0.58, -0.23, -0.21, -0.05, -0.08, 0.36, -0.15, 0.05, 0.39, 0.34, 0.32, 0.29, 0.27, 0.27]
}